(1)
ORCA calculation (the ωB97M-V functional and the def2-TZVPD basis) on a gas-phase ion, C5H11N2S (charge +1) at a distorted geometry.

Each line ends with the Löwdin charge.
Element x y z (Å)
C  -0.5223  -2.0429  -0.0153  0.059
C  0.2479  -0.2299  -1.2091  0.073
C  -2.0961  -0.2202  -0.5326  -0.666
C  2.0976  0.6251  0.5777  -0.057
C  1.6428  0.0290  -0.8013  -0.245
N  -1.7396  -1.5234  0.0870  -0.124
N  -0.8278  0.5799  -0.4710  -0.005
S  -3.3844  0.8059  0.2282  0.802
H  -0.4797  -3.0949  0.2360  0.073
H  -2.2223  -0.3731  -1.6599  0.147
H  2.3733  1.6962  0.5880  0.091
H  2.9208  0.1281  1.0715  0.080
H  1.2570  0.4695  1.2567  0.055
H  2.2868  -0.7823  -1.1711  0.123
H  1.8199  0.7359  -1.7246  0.169
H  -2.6199  -1.7653  0.6383  0.163
H  -0.5551  0.7692  0.4759  0.133
H  -0.7011  1.3980  -1.0628  0.178
H  -4.3844  0.5177  -0.7453  -0.046

Properties
ΔE to the lowest compared entry with this formula, charge and spin: 106.3 kcal/mol
E: -19163.6723 eV
total charge: +1
HOMO energy (alpha / beta): -10.591 / -14.240 eV
expectation value of S²: 2.07
LUMO energy (alpha / beta): -0.147 / -0.229 hartree
2S+1: 3



(2)
ORCA calculation (the ωB97M-V functional and the def2-TZVPD basis) on 2 unconnected molecules or ions with the total composition C5H11N3 at a distorted geometry.

Each line ends with the Löwdin charge.
Element x y z (Å)
C  1.6162  1.1057  -0.8907  -0.040
C  -0.0696  1.2334  1.0865  -0.061
C  -1.0694  -1.6868  -1.0419  -0.100
N  0.9949  0.6187  0.3470  -0.081
C  2.3192  0.8174  0.3733  -0.440
C  -2.2149  -1.6232  -0.0974  -0.313
N  3.3235  0.7304  1.1038  0.135
N  -2.7803  -0.5302  0.1492  0.072
H  4.2123  0.9114  0.6451  0.045
H  -3.5494  -0.5695  0.8146  0.053
H  1.4819  2.1488  -1.1643  0.101
H  1.6040  0.4114  -1.7211  0.088
H  -2.4976  -2.5865  0.3529  0.109
H  0.0068  0.9171  2.1261  0.089
H  -1.0232  0.8993  0.6734  0.043
H  -0.0189  2.3283  1.0445  0.087
H  -0.1600  -1.9085  -0.4839  0.074
H  -1.2244  -2.4829  -1.7678  0.072
H  -0.9513  -0.7343  -1.5493  0.067

Properties
ΔE to the lowest compared entry with this formula, charge and spin: 64.0 kcal/mol
E: -9831.1317 eV
total charge: 0
HOMO energy: -8.937 eV
LUMO energy: 0.037 hartree
2S+1: 1
SMILES: [H]/N=C1\CN1C.[H]/N=C/C



(3)
ORCA calculation (the ωB97M-V functional and the def2-TZVPD basis) on 2 unconnected molecules or ions with the total composition C5H11N3 at a distorted geometry.

Each line ends with the Löwdin charge.
Element x y z (Å)
C  -0.3165  -2.1223  2.8274  0.009
C  -1.4724  0.9368  1.3385  -0.128
C  -0.8533  -0.9635  2.4994  -0.193
C  0.4099  0.8055  -2.6930  -0.013
C  0.9175  -0.8771  -1.3171  -0.034
N  -1.3523  0.1570  2.5496  0.031
N  1.8090  1.1321  -0.6610  0.079
N  1.1521  0.3750  -1.4889  -0.400
H  0.7384  -2.2998  2.7922  0.045
H  -0.8778  -2.9570  3.1006  0.025
H  -0.9854  1.8534  1.5536  0.057
H  -2.5337  1.3191  1.1330  0.102
H  -0.6219  0.8192  -2.4547  0.085
H  0.8832  1.7371  -3.0054  0.093
H  0.7772  0.1267  -3.4352  0.085
H  1.3277  -1.1947  -0.3585  0.082
H  0.1920  -1.3672  -1.9046  0.064
H  1.8253  2.0214  -0.9534  -0.031
H  -1.0189  0.4983  0.4775  0.040

Properties
ΔE to the lowest compared entry with this formula, charge and spin: 124.1 kcal/mol
E: -9828.5240 eV
total charge: 0
HOMO energy: -7.875 eV
LUMO energy: 0.027 hartree
2S+1: 1



(4)
ORCA calculation (the ωB97M-V functional and the def2-TZVPD basis) on a molecular structure, C5H11N3 at a distorted geometry.

Each line ends with the Löwdin charge.
Element x y z (Å)
C  -0.8283  -0.0225  0.2930  -0.382
C  -0.3260  -1.4327  0.6104  -0.063
C  1.2667  -0.8571  0.5355  -0.274
C  1.1271  -0.3014  -0.6749  -0.391
C  0.1571  0.9921  -0.5228  -0.266
H  -2.7370  -0.8240  0.1576  0.049
H  -1.8971  -1.0717  -1.3286  0.107
H  -1.0899  0.8055  1.2339  0.186
H  -0.4807  -2.0598  -0.2737  0.098
H  -0.6255  -1.6617  1.6120  0.094
H  1.4369  -0.3662  1.4294  0.108
H  2.9487  0.1587  0.0072  0.141
H  0.5246  -0.7822  -1.5551  0.168
H  -0.5401  1.3282  -1.4240  0.139
H  -0.8551  2.5290  0.1544  0.227
H  1.0982  2.6458  0.0951  -0.030
N  -2.0338  -0.4778  -0.4542  -0.020
N  2.4737  -0.7724  -0.3514  0.104
N  0.3805  2.1701  0.4563  0.004

Properties
ΔE to the lowest compared entry with this formula, charge and spin: 214.6 kcal/mol
E: -9824.6010 eV
total charge: 0
HOMO energy: -8.465 eV
LUMO energy: 0.029 hartree
2S+1: 1



Question: Which value of 2S+1 does entry 3 give?
Answer: 1